DFT (ωB97M-V with the def2-TZVPD basis set) results for a molecular structure, C22H52IN5O3Si2 at a distorted geometry.

Geometry as XYZ:
```
85
Properties=species:S:1:pos:R:3:lowdin_charge:R:1
C 0.3268 -3.2835 -1.4649 -0.06
C 1.5401 -3.3098 -0.5418 -0.22
O 1.4101 -2.2810 0.4509 -0.20
C 1.5725 -2.6416 1.7993 -0.18
C 2.8003 -1.9087 2.3894 -0.09
N 2.3976 -0.8270 3.3119 0.00
C 3.2335 -0.8664 4.5399 -0.13
C 2.8343 -2.0101 5.4915 -0.14
C 1.3710 -2.4430 5.3622 -0.09
C 0.7698 -3.0134 6.6217 -0.49
O -0.1726 -3.7964 6.5873 0.10
O 1.3071 -2.5738 7.7794 0.11
C 2.2374 0.3874 2.6958 -0.28
N 1.9668 0.4268 1.4167 0.17
C 1.6972 1.6420 0.6265 -0.12
C 1.2552 1.1722 -0.7482 -0.24
N -0.1911 0.8866 -0.6977 0.03
N 2.2274 1.6156 3.3679 -0.11
C 3.5929 2.1658 3.5595 -0.26
C 3.7287 3.5988 3.0254 -0.10
C 1.2771 1.6211 4.4952 -0.69
I 1.5282 3.3456 5.7467 1.02
C -0.1511 1.5651 3.9301 -0.29
C -1.2747 1.8502 4.9221 -0.14
H 0.0454 -4.2700 -1.8104 0.08
H -0.5026 -2.8166 -0.9445 0.08
H 0.5221 -2.6634 -2.3328 0.06
H 1.7094 -4.2862 -0.0985 0.11
H 2.4196 -3.0757 -1.1386 0.12
H 1.6158 -3.7110 1.9837 0.13
H 0.7016 -2.2722 2.3414 0.13
H 3.3387 -1.5185 1.5323 0.14
H 3.4567 -2.6201 2.8724 0.13
H 4.2692 -1.0126 4.2449 0.13
H 3.2049 0.0512 5.1028 0.10
H 3.5124 -2.8516 5.4061 0.12
H 2.9567 -1.6277 6.4994 0.11
H 0.7453 -1.5970 5.0903 0.12
H 1.2621 -3.2128 4.6091 0.12
H 0.6751 -2.8321 8.4605 0.13
H 1.9030 -0.4308 0.8731 0.11
H 0.9126 2.2324 1.0783 0.12
H 2.6277 2.1921 0.5349 0.12
H 1.4379 1.9445 -1.4841 0.12
H 1.7936 0.2575 -1.0015 0.11
H -0.3953 0.1494 -1.3628 0.06
H -0.4186 0.5036 0.2116 0.06
H 3.9402 2.0885 4.5826 0.08
H 4.2692 1.5501 2.9660 0.12
H 2.7637 3.9811 2.7180 0.07
H 4.4629 3.6683 2.2339 0.07
H 4.0475 4.2463 3.8370 0.06
H 1.3759 0.7646 5.1554 0.06
H -0.2931 0.5592 3.5318 0.11
H -0.2009 2.2650 3.1017 0.11
H -2.1757 1.3569 4.5688 0.08
H -1.0673 1.4570 5.9111 0.07
H -1.4912 2.9093 4.9502 0.06
C -4.0851 0.2951 -9.0416 -0.22
Si -3.9125 0.9300 -7.2671 0.20
C -5.6773 1.2471 -6.6464 -0.21
C -3.0611 2.6222 -7.3950 -0.21
N -3.0598 -0.2006 -6.3668 -0.24
Si -2.6606 -0.0814 -4.7541 0.19
C -4.1512 0.0142 -3.5830 -0.20
C -1.5359 1.3963 -4.3507 -0.20
C -1.6851 -1.6306 -4.2359 -0.21
H -4.6376 1.0048 -9.6691 0.01
H -3.0998 0.1430 -9.4873 0.01
H -4.6200 -0.6567 -9.0531 0.01
H -6.2629 1.8051 -7.3875 0.01
H -5.6818 1.8323 -5.7235 0.00
H -6.1875 0.3008 -6.4581 0.02
H -2.0087 2.4969 -7.6566 0.01
H -3.1212 3.1765 -6.4550 0.00
H -3.5299 3.2430 -8.1686 0.01
H -4.6434 0.9870 -3.6411 0.01
H -3.8500 -0.1342 -2.5358 0.00
H -4.8787 -0.7587 -3.8354 0.02
H -0.7042 1.4438 -5.0566 0.02
H -1.1142 1.3166 -3.3376 -0.02
H -2.0802 2.3416 -4.3933 0.01
H -0.7727 -1.7186 -4.8306 0.02
H -2.2881 -2.5274 -4.3888 0.02
H -1.3993 -1.5888 -3.1724 -0.02
```

Its total energy is -61105.466 eV. The net charge is 0. For the frontier orbital gap, the calculation gives 0.131 Ha. The value obtained for the HOMO energy is -5.00 eV.

DFT (ωB97M-V with the def2-TZVPD basis set) results for 10 unconnected molecules or ions with the total composition C22H52N6O18 at a distorted geometry.

Geometry as XYZ:
```
98
Properties=species:S:1:pos:R:3:lowdin_charge:R:1
C -2.4647 -2.3824 -0.1145 0.02
C -1.4678 -1.3755 0.2693 -0.32
O -1.0938 -1.1318 1.4307 0.11
N -1.0495 -0.4709 -0.9261 0.13
H -1.1433 -0.8873 -1.8415 0.18
H -1.7513 0.2548 -0.9572 0.18
C 0.3351 0.2047 -0.7812 0.03
H -2.7680 -3.0921 0.6552 0.10
H -2.1914 -2.9526 -1.0023 0.12
H -3.4775 -2.0013 -0.2454 0.12
H 1.0866 -0.5608 -0.5878 0.10
H 0.3211 0.9879 -0.0232 0.10
H 0.6413 0.6534 -1.7261 0.10
C -2.4331 -7.4272 8.1951 0.01
C -1.3469 -7.4292 7.2482 -0.31
O -0.8845 -8.5316 6.7853 0.14
N -0.7145 -6.0430 6.8879 0.09
H -0.6836 -5.4744 7.7220 0.17
H 0.2852 -6.1139 6.7622 0.18
C -1.3405 -5.3039 5.7098 0.05
H -3.1514 -8.1749 7.8589 0.12
H -2.9359 -6.4602 8.2072 0.10
H -1.9877 -7.7346 9.1413 0.13
H -2.3473 -4.9035 5.8286 0.10
H -1.4119 -6.0946 4.9629 0.12
H -0.5964 -4.5273 5.5329 0.11
C -1.5948 6.1463 -5.0730 0.03
C -0.4445 5.9533 -4.0882 -0.32
O -0.6448 5.8336 -2.8596 0.14
N 0.9655 6.1679 -4.6136 0.11
H 1.5974 5.8642 -3.8866 0.18
H 1.1771 5.7185 -5.4930 0.18
C 1.2588 7.6350 -4.8909 0.03
H -1.9977 7.1516 -4.9504 0.11
H -2.3661 5.4810 -4.6849 0.11
H -1.4262 5.9621 -6.1340 0.10
H 1.2306 8.2655 -4.0022 0.12
H 0.4929 7.9720 -5.5895 0.10
H 2.2240 7.8390 -5.3544 0.11
C -9.7769 -1.1975 5.2150 0.03
C -8.6128 -0.9334 4.2949 -0.27
O -8.7346 -0.5650 3.0750 0.14
N -7.1495 -1.2433 4.7949 0.09
H -7.2712 -1.1417 5.7924 0.15
H -6.8928 -2.2197 4.8256 0.17
C -6.0897 -0.1822 4.3183 0.06
H -9.8138 -2.2234 5.5815 0.10
H -10.6568 -1.1155 4.5768 0.11
H -9.7222 -0.4086 5.9651 0.11
H -5.1128 -0.5531 4.6285 0.09
H -6.2840 0.8273 4.6807 0.11
H -6.1099 -0.1614 3.2287 0.10
C 3.3965 0.9944 4.8277 0.02
C 3.4813 2.3326 4.1177 -0.34
O 2.4736 2.9274 3.7727 0.18
N 4.9086 2.8057 3.7704 0.10
H 4.8051 3.7766 3.5123 0.18
H 5.5424 2.8238 4.5566 0.18
C 5.5405 1.8651 2.7468 0.05
H 2.4955 0.6907 5.3606 0.10
H 4.0635 1.0697 5.6866 0.09
H 3.7608 0.2175 4.1556 0.09
H 5.7788 0.9020 3.1981 0.11
H 6.3905 2.5059 2.5120 0.12
H 4.9364 1.8510 1.8396 0.12
C 4.8699 -1.2236 -5.0323 0.03
C 5.6677 -0.8753 -6.2627 -0.34
O 5.6476 -1.4194 -7.3438 0.19
N 6.5837 0.3641 -6.0127 0.10
H 6.0689 1.0640 -5.4977 0.18
H 7.1642 -0.0474 -5.2959 0.17
C 7.2366 0.7563 -7.3142 0.02
H 5.5377 -1.2821 -4.1729 0.09
H 4.3740 -2.1910 -5.1116 0.12
H 4.1248 -0.4429 -4.8791 0.11
H 8.0732 0.0886 -7.5204 0.12
H 7.5314 1.7992 -7.1977 0.11
H 6.5185 0.7510 -8.1342 0.11
O 6.8685 4.7625 -1.2712 0.07
C 5.7487 4.7937 -1.9707 -0.94
O 5.2596 3.7969 -2.5544 -0.13
O 5.0143 5.7888 -1.9723 -0.09
H 6.8888 5.6521 -0.9110 0.10
O -4.1800 3.6897 1.2018 0.02
C -4.9481 3.5517 0.1139 -0.92
O -4.5908 2.6866 -0.7421 -0.12
O -5.8784 4.3303 -0.1177 -0.05
H -4.3490 4.5595 1.5711 0.09
O 0.7711 -5.5437 -2.9922 0.01
C -0.0657 -6.6118 -2.9317 -0.94
O -0.9910 -6.6094 -3.7165 -0.04
O 0.1852 -7.5680 -2.1581 -0.10
H 0.3906 -4.9795 -3.6694 0.07
O -1.5697 -3.2200 -7.0920 0.04
C -1.3047 -2.0275 -6.5086 -0.88
O -1.1029 -2.1479 -5.2735 -0.15
O -1.1199 -1.0016 -7.2080 -0.09
H -1.6722 -3.9059 -6.4283 0.09
```

The calculation puts the energy relative to the best compared isomer or geometry (same formula, charge and spin) at 1911.50 kJ/mol. Its total energy is -69422.476 eV. The net charge is +2. For the frontier orbital gap, the calculation gives 0.049 Ha. The value obtained for the HOMO energy is -7.37 eV.

DFT (ωB97M-V with the def2-TZVPD basis set) results for 8 unconnected molecules or ions with the total composition C22H52N8O8 at a distorted geometry.

Geometry as XYZ:
```
90
Properties=species:S:1:pos:R:3:lowdin_charge:R:1
O 0.4392 2.6199 5.1989 -0.03
C 0.1595 1.7933 4.2938 -0.58
N 0.1196 2.2155 3.0142 0.15
C -0.1879 0.3586 4.5806 0.01
H -0.2050 1.6772 2.2174 0.04
H 0.3526 3.1690 2.9780 0.08
H 0.7399 -0.1988 4.6268 0.05
H -0.7188 -0.1144 3.7651 0.07
H -0.7175 0.3893 5.5698 0.11
O -1.2750 0.2694 -4.1996 0.00
C -2.2427 0.9143 -4.6061 -0.56
N -2.6163 2.0352 -3.9710 0.19
C -3.0312 0.5751 -5.8812 0.02
H -2.0212 2.3994 -3.2522 0.09
H -3.3585 2.5972 -4.2994 0.10
H -2.5144 0.7766 -6.8027 0.08
H -3.9860 1.1374 -5.6021 0.10
H -3.1303 -0.4920 -5.8804 0.07
C -3.3394 -6.1779 -3.4720 -0.01
C -3.5241 -6.7102 -2.1406 -0.54
O -4.1378 -7.7753 -1.9177 0.01
N -2.8442 -6.0188 -1.1506 0.00
C -2.8109 -6.4839 0.2124 -0.08
H -4.2199 -5.8841 -4.0089 0.08
H -2.8812 -7.0368 -4.1099 0.14
H -2.6413 -5.3974 -3.5056 0.03
H -2.4020 -5.1371 -1.3734 0.12
H -1.8839 -6.9996 0.4706 0.08
H -3.6349 -7.1865 0.2684 0.08
H -2.9891 -5.7243 0.9750 0.08
C 2.9440 -1.6466 2.7975 0.00
C 3.3102 -1.4823 4.2653 -0.53
O 2.4930 -1.7196 5.1776 0.01
N 4.5976 -1.1084 4.4827 0.01
C 5.1923 -0.8791 5.8093 -0.07
H 3.0942 -0.7574 2.2159 0.03
H 1.9117 -1.8658 2.7999 0.06
H 3.5394 -2.5657 2.4802 0.12
H 5.1689 -0.9630 3.7150 0.09
H 6.1031 -0.2555 5.6650 0.09
H 5.4901 -1.8283 6.3202 0.09
H 4.4600 -0.3537 6.4470 0.09
C -2.4833 -0.7657 -0.3251 0.03
C -1.4396 0.4421 -0.1604 -0.46
O -0.9726 0.7341 0.9879 -0.05
N -1.1598 1.1187 -1.2577 0.00
C -0.3259 2.2744 -1.2192 -0.05
H -2.8417 -0.9400 0.6842 0.07
H -1.8213 -1.6631 -0.5381 0.07
H -3.1321 -0.6570 -1.1851 0.07
H -1.2340 0.6158 -2.1113 0.07
H 0.4429 1.9619 -0.5192 0.08
H -0.9424 3.1034 -0.8757 0.07
H 0.1192 2.4914 -2.2082 0.10
C -3.5338 3.9618 1.2594 0.01
C -2.7761 5.0048 0.3846 -0.55
O -2.7996 4.9534 -0.8322 0.01
N -2.0117 5.8999 1.0514 0.01
C -1.0141 6.7664 0.5064 -0.06
H -3.2645 2.9299 0.9965 0.07
H -4.5949 4.2030 1.0870 0.08
H -3.3110 4.1144 2.3493 0.08
H -2.1220 5.8238 2.0273 0.11
H -1.2147 6.8920 -0.5263 0.07
H -0.0143 6.3792 0.6039 0.08
H -1.0606 7.7147 0.9457 0.07
C 1.2133 -1.5184 -2.1970 0.00
C 0.2033 -2.5209 -2.7390 -0.55
O -0.8135 -2.8386 -2.0941 -0.01
N 0.3904 -2.8386 -4.0085 0.01
C -0.6925 -3.2659 -4.9330 -0.05
H 1.0023 -0.5557 -2.6856 0.08
H 2.2450 -1.8369 -2.3146 0.08
H 1.1253 -1.5037 -1.0793 0.10
H 1.1838 -2.3621 -4.4290 0.14
H -0.9032 -2.4420 -5.6772 0.09
H -1.5658 -3.3722 -4.2969 0.05
H -0.4862 -4.2295 -5.5206 0.10
C 5.7891 2.4337 0.0323 -0.01
C 4.8266 1.7225 0.9203 -0.55
O 4.9438 0.5287 1.1129 0.04
N 3.8871 2.4645 1.6204 0.02
C 3.1402 1.9282 2.7854 -0.04
H 6.4601 3.1573 0.6280 0.12
H 5.3919 3.0294 -0.7289 0.05
H 6.4388 1.6933 -0.3858 0.07
H 3.9630 3.4504 1.4937 0.11
H 2.6464 1.0383 2.5381 0.04
H 2.4400 2.6910 3.1271 0.07
H 3.8765 1.6231 3.5331 0.09
```

Its total energy is -51960.604 eV. The net charge is 0. For the frontier orbital gap, the calculation gives 0.338 Ha. The value obtained for the HOMO energy is -8.97 eV.

Which value of frontier orbital gap does entry 2 give?
0.049 Ha

The lowest total energy belongs to which entry?
C22H52N6O18

Look up the frontier orbital gap of the third one.
0.338 Ha